[1]
C3H5NO in the gas phase. Source: OMol25; level of theory: ωB97M-V/def2-TZVPD.

Computed properties:
Relative energy (zero: lowest compared OMol25 entry of this formula, charge and spin) (kcal/mol): 26.5
Strongest force on any atom (eV Å⁻¹): 1.2
Structure (SMILES): COCC#N
E_HOMO (eV): -10.901
Gap between HOMO and LUMO (hartree): 0.430

XYZ file:
```
10
Properties=species:S:1:pos:R:3:forces:R:3
C -1.1418 0.6658 0.2503 0.1 0.7 -0.5
O -0.4558 0.3474 -0.9561 -0.1 0.2 0.0
C 0.5308 -0.6067 -0.7638 0.5 -0.5 0.1
C 1.5598 -0.2553 0.2552 0.7 0.2 0.7
N 2.3916 -0.0404 1.0306 -0.9 -0.2 -0.8
H -2.1084 1.0851 -0.0362 0.1 -0.1 0.1
H -0.5741 1.4126 0.8187 -0.1 -0.2 0.0
H -1.2773 -0.2229 0.8400 -0.2 -0.4 0.4
H 1.0777 -0.7542 -1.6994 -0.2 0.1 0.0
H 0.1053 -1.5776 -0.4612 0.1 0.1 0.0
```
Positions in Å, forces in eV/Å.

[2]
C3H5NO in the gas phase. Source: OMol25; level of theory: ωB97M-V/def2-TZVPD.

Computed properties:
Relative energy (zero: lowest compared OMol25 entry of this formula, charge and spin) (kcal/mol): 34.3
Strongest force on any atom (eV Å⁻¹): 0.5
Structure (SMILES): O=C[C@H]1CN1
E_HOMO (eV): -10.012
Gap between HOMO and LUMO (hartree): 0.397

XYZ file:
```
10
Properties=species:S:1:pos:R:3:forces:R:3
O -1.0428 1.1394 1.2327 -0.1 -0.4 -0.3
C -1.3071 0.3823 0.3251 0.1 0.2 0.3
C -0.2680 -0.3817 -0.4238 -0.2 0.0 -0.1
C 1.1094 0.1854 -0.4229 0.2 0.2 -0.1
N 0.8119 -0.9844 0.3699 0.1 -0.1 0.2
H -2.3580 0.1991 0.0285 0.1 0.1 0.0
H -0.6181 -0.9835 -1.2585 0.1 0.1 0.1
H 1.7518 0.0186 -1.2827 -0.1 0.0 0.1
H 1.2351 1.1368 0.0885 -0.1 -0.1 -0.1
H 0.6858 -0.7120 1.3434 0.0 0.0 -0.1
```
Positions in Å, forces in eV/Å.

Among the records above, which one has the highest gap between HOMO and LUMO? number 1

What is the relative energy (zero: lowest compared OMol25 entry of this formula, charge and spin) in the second record? 34.3 kcal/mol